Below is C2H5ClN2O as an isolated structure at a distorted geometry, with properties calculated with ωB97M-V/def2-TZVPD.

Values from the calculation:
E_LUMO: 0.95 eV
gap between HOMO and LUMO: 9.6 eV
energy: -724.02570 Eh
HOMO level: -8.6 eV

Element x y z (Å)
C: -0.76658 -0.19690 -0.29417
C: -0.73056 -1.55494 -0.21554
N: 0.63125 -0.14304 0.09589
N: 0.62501 -1.51997 0.11500
O: 0.23817 2.53935 0.55569
Cl: -1.82030 -2.94382 -0.62087
H: -1.45791 0.52709 -0.63053
H: 0.86207 3.19763 0.23070
H: 0.68593 0.33467 1.01897
H: 1.45884 -2.04668 -0.15099
H: 0.27409 1.80661 -0.10414



Below is C17H35LiN5O3P2 as an isolated structure, with properties calculated with ωB97M-V/def2-TZVPD.

Values from the calculation:
E_LUMO: -1.91 eV
gap between HOMO and LUMO: 9.3 eV
energy: -1858.59097 Eh
net charge: +1
HOMO level: -11.2 eV

Element x y z (Å)
Li: -0.65611 0.28456 1.24795
C: 2.65010 -1.97265 2.97809
C: 1.67502 -0.95545 3.50291
C: 1.90156 0.40835 3.35209
C: 1.01356 1.34343 3.87790
C: -0.12099 0.92272 4.55509
C: -0.36710 -0.43778 4.69637
C: 0.52394 -1.36326 4.17521
H: 3.33979 -1.52585 2.26102
H: 2.12820 -2.79582 2.48857
H: 3.24723 -2.39609 3.78843
H: 2.79551 0.74500 2.83827
H: 1.23103 2.40020 3.78038
H: -0.81015 1.64516 4.97275
H: -1.25230 -0.77637 5.21945
H: 0.32679 -2.42305 4.29321
C: 0.55205 -3.58341 -2.44313
N: 0.85567 -2.84156 -1.22166
C: 2.28945 -2.70439 -0.94869
P: -0.12872 -1.66404 -0.70102
O: 0.18919 -1.22837 0.68614
O: 0.08354 -0.43796 -1.74954
P: 0.06269 1.14367 -1.42477
O: -0.60510 1.49802 -0.13779
N: -0.73518 1.76485 -2.70010
C: -0.51640 1.30165 -4.06603
C: -1.85942 2.68463 -2.54588
N: 1.66197 1.48533 -1.38386
C: 2.54351 1.07939 -2.47639
C: 2.09833 2.70741 -0.70623
N: -1.68242 -2.09460 -0.94406
C: -2.47368 -2.50446 0.22427
C: -2.48164 -1.58911 -2.06039
H: 1.03568 -4.55824 -2.39203
H: 0.92019 -3.06064 -3.33180
H: -0.51933 -3.74319 -2.53413
H: 2.71747 -3.69085 -0.77186
H: 2.44891 -2.09764 -0.06270
H: 2.80797 -2.24692 -1.79702
H: 0.27914 0.56256 -4.11298
H: -0.24557 2.13501 -4.71655
H: -1.42800 0.84151 -4.45664
H: -2.02010 2.91634 -1.49760
H: -2.77024 2.23171 -2.94724
H: -1.66758 3.61179 -3.08880
H: 2.23947 0.11917 -2.88737
H: 3.55771 0.96808 -2.09188
H: 2.56129 1.82162 -3.28079
H: 1.40768 2.96495 0.09193
H: 2.17278 3.54698 -1.40416
H: 3.08200 2.53679 -0.26794
H: -1.83700 -2.94410 0.98789
H: -3.20255 -3.25228 -0.08640
H: -3.00641 -1.65313 0.65570
H: -1.86279 -1.40506 -2.93425
H: -2.99919 -0.66212 -1.79414
H: -3.22852 -2.33711 -2.32620
C: -3.14004 3.68262 2.30542
C: -2.68807 2.29438 2.19688
N: -2.33974 1.20591 2.11995
H: -3.40372 3.90534 3.33717
H: -4.01086 3.83773 1.67231
H: -2.34053 4.34864 1.98668



Below is a 2-piece molecular cluster, C4H8ClN overall at a distorted geometry, with properties calculated with ωB97M-V/def2-TZVPD.

Values from the calculation:
E_LUMO: 0.48 eV
gap between HOMO and LUMO: 9.7 eV
energy: -671.97365 Eh
HOMO level: -9.2 eV

Element x y z (Å)
C: -0.90530 -1.73739 0.49484
C: -1.14166 -0.53765 -0.30838
C: -0.62564 0.63622 -0.09830
C: 0.63436 1.04929 0.56521
H: -1.38245 -2.48843 -0.33115
H: 0.57306 -2.10759 0.47080
H: -1.36552 -1.69189 1.55008
H: -1.53279 -0.78971 -1.38778
H: 0.31617 1.77017 1.60645
H: 0.90074 0.23221 1.11939
H: 2.20562 0.48195 -0.63153
H: 1.35475 1.84036 -1.33937
N: 1.74825 1.48035 -0.37712
Cl: -0.77958 1.86211 -1.33315



Below is an isolated ion of composition CH3N2O2 and charge -1 at a distorted geometry, with properties calculated with ωB97M-V/def2-TZVPD.

Values from the calculation:
SMILES: NNC(=O)[O-]
E_LUMO: 4.66 eV
gap between HOMO and LUMO: 7.8 eV
energy: -299.92621 Eh
net charge: -1
HOMO level: -3.1 eV

Element x y z (Å)
C: 1.16460 0.06008 -0.06177
N: -1.32814 0.27558 0.27811
N: -0.17217 -0.53069 0.39893
O: 2.09445 -0.71420 0.09219
O: 1.03843 1.19961 -0.46243
H: -0.88665 1.23096 0.18821
H: -1.78303 -0.00319 -0.58404
H: -0.12751 -1.51814 0.15079



Below is one molecule with the formula C6H10O, with properties calculated with ωB97M-V/def2-TZVPD.

Values from the calculation:
E_LUMO: 0.79 eV
gap between HOMO and LUMO: 8.6 eV
energy: -309.63898 Eh
HOMO level: -7.8 eV

Element x y z (Å)
O: 2.82365 0.22401 1.10044
C: 2.46378 -1.01999 1.25528
C: 1.54949 -0.13665 0.02358
C: 0.23800 0.37205 0.57076
C: -0.79540 0.62087 -0.50877
C: -1.70041 -0.49201 -0.96431
C: -2.24348 0.61795 -0.11018
H: 3.28364 -1.68724 0.84500
H: 2.02173 0.55395 -0.68718
H: 1.52218 -1.10188 -0.51498
H: 0.44553 1.30345 1.10791
H: -0.14277 -0.34697 1.30135
H: -0.51125 1.34878 -1.26814
H: -1.99796 -0.52237 -2.00874
H: -1.57489 -1.47040 -0.50639
H: -2.91086 1.34412 -0.56461
H: -2.47096 0.39232 0.92896



Below is C33H26ClN2OPtSe as an isolated structure, with properties calculated with ωB97M-V/def2-TZVPD.

Values from the calculation:
E_LUMO: 1.44 eV
gap between HOMO and LUMO: 4.5 eV
energy: -4438.87948 Eh
net charge: -1
HOMO level: -3.1 eV

Element x y z (Å)
Pt: 0.52080 -0.62641 0.75490
Cl: 5.52241 4.66969 0.92899
C: 4.50406 3.27546 0.65329
C: 4.93303 2.26904 -0.23131
C: 4.14572 1.18211 -0.46074
C: 2.87515 1.00285 0.17349
O: 2.21429 -0.04241 -0.16401
C: 2.47518 2.02474 1.08999
C: 1.27939 2.00895 1.87340
N: 0.44810 1.02915 1.94886
C: -0.69498 1.04790 2.78271
C: -1.04574 2.03092 3.66654
C: -2.22987 1.92075 4.42785
C: -3.05136 0.84018 4.29853
C: -2.71580 -0.19637 3.39446
C: -3.53189 -1.33436 3.17796
C: -3.14191 -2.27818 2.28122
C: -1.92451 -2.11314 1.58349
N: -1.15316 -1.07106 1.76767
C: -1.53226 -0.09348 2.65763
C: 3.30720 3.15426 1.28652
H: 5.89176 2.36706 -0.72435
H: 4.45244 0.40364 -1.14629
H: 1.09367 2.90666 2.45967
H: -0.43063 2.91135 3.78604
H: -2.48602 2.71695 5.11438
H: -3.96445 0.76133 4.87519
H: -4.46841 -1.42390 3.71519
H: -3.74260 -3.15377 2.08064
H: -1.56950 -2.84015 0.86538
H: 2.97794 3.93335 1.96353
C: -4.14575 0.80854 -6.12214
C: -3.44706 0.99292 -4.80025
C: -2.79247 2.17401 -4.48454
C: -2.16095 2.36860 -3.25809
C: -1.46035 3.67067 -2.99341
C: -2.18089 1.35333 -2.28707
Se: -1.35841 1.58958 -0.58481
C: -2.82635 0.14100 -2.60878
C: -2.83770 -1.00114 -1.63197
C: -3.44199 -0.01655 -3.84416
H: -3.92609 1.63556 -6.79925
H: -5.23157 0.76171 -5.99886
H: -3.83712 -0.11795 -6.61262
H: -2.76480 2.97561 -5.21864
H: -1.45358 4.29471 -3.89021
H: -0.43494 3.49543 -2.66345
H: -1.94625 4.21659 -2.18093
H: -1.81974 -1.34994 -1.43586
H: -3.43430 -1.83261 -2.01591
H: -3.24152 -0.67581 -0.66914
H: -3.93008 -0.96224 -4.06794
C: 0.65671 -2.39339 -0.14576
C: 0.94693 -3.52029 -0.49713
C: 1.23293 -4.83181 -0.99710
C: 1.25646 -5.94104 -0.14442
C: 1.58023 -7.20081 -0.62265
C: 1.88365 -7.38589 -1.96494
C: 1.84982 -6.29604 -2.82558
C: 1.52765 -5.03533 -2.35012
H: 1.02111 -5.79388 0.90188
H: 1.59816 -8.04394 0.05761
H: 2.14761 -8.36836 -2.33602
H: 2.07746 -6.42876 -3.87634
H: 1.49846 -4.18533 -3.01899



Below is C7H21Cl2N2OScSi as an isolated structure, with properties calculated with ωB97M-V/def2-TZVPD.

Values from the calculation:
E_LUMO: -7.56 eV
gap between HOMO and LUMO: 8.9 eV
energy: -2434.28389 Eh
net charge: +2
HOMO level: -16.5 eV

Element x y z (Å)
Sc: -0.58343 0.28214 0.06968
N: -1.93856 -0.63509 1.60626
C: -2.59161 0.29099 2.59882
C: -1.72615 1.48854 2.96705
C: -1.67126 2.60861 1.93344
N: -0.61859 2.38944 0.87643
H: -2.65374 -1.26571 1.24413
H: -1.29113 -1.24719 2.10649
H: -2.83793 -0.28283 3.49061
H: -3.53053 0.62413 2.15619
H: -0.71562 1.17077 3.25218
H: -2.14429 1.91170 3.88176
H: -1.47147 3.56234 2.41879
H: -2.62820 2.70482 1.41801
H: 0.29246 2.61196 1.28020
H: -0.75082 3.09006 0.14686
C: 3.31921 -2.30225 0.48451
Si: 2.04724 -1.55265 -0.61090
C: 2.73150 -0.26898 -1.76724
C: 1.00816 -2.81309 -1.49323
O: 0.90853 -0.64953 0.37372
H: 4.07462 -2.79759 -0.13166
H: 2.89405 -3.05774 1.14679
H: 3.83610 -1.56068 1.09487
H: 3.42409 -0.70981 -2.48745
H: 3.27418 0.51572 -1.23727
H: 1.93925 0.20787 -2.35772
H: 1.58634 -3.28319 -2.29316
H: 0.11751 -2.39394 -1.97373
H: 0.68295 -3.61321 -0.82593
Cl: -1.64936 2.38266 -4.55626
C: -0.87286 0.96508 -4.05511
Cl: -1.47061 0.48386 -2.25507
H: 0.19602 1.06905 -3.91700
H: -1.18604 0.07372 -4.58507



Below is a 2-piece molecular cluster, C26H22F2N3O10P overall at a distorted geometry, with properties calculated with ωB97M-V/def2-TZVPD.

Values from the calculation:
SMILES: NP(O)c1cc(ON=O)cc2c1C(=O)c1c(COCOCCO)ccc(N(C(=O)F)C(=O)F)c1C2=O.c1ccccc1
E_LUMO: -1.24 eV
gap between HOMO and LUMO: 7.5 eV
energy: -2461.63380 Eh
HOMO level: -8.7 eV

Element x y z (Å)
N: 1.78646 -3.30543 -0.30684
P: 1.27126 -2.57242 1.19594
O: 2.56575 -2.89390 2.18272
C: 1.55667 -0.77875 0.79338
C: 2.86219 -0.30317 0.90346
C: 3.15631 1.02265 0.63469
O: 4.45108 1.48421 0.74595
N: 4.55702 2.72196 1.55744
O: 4.13528 2.58286 2.61864
C: 2.14078 1.89162 0.26035
C: 0.84302 1.43668 0.14744
C: 0.53432 0.09422 0.41448
C: -0.91359 -0.28787 0.29811
O: -1.41415 -1.08507 1.04997
C: -1.70261 0.41919 -0.76551
C: -2.73859 -0.21216 -1.46348
C: -3.17825 -1.65022 -1.23663
O: -4.59846 -1.73505 -1.37037
C: -5.27407 -1.24844 -0.25884
O: -6.28439 -0.38250 -0.70197
C: -7.24621 -0.14164 0.32397
C: -7.78530 1.25969 0.23194
O: -6.95716 2.21448 0.87302
C: -3.42756 0.53119 -2.41691
C: -3.07903 1.84587 -2.67386
C: -2.03896 2.46214 -2.00231
N: -1.73079 3.82643 -2.40195
C: -0.46550 3.97096 -3.03967
O: 0.58623 4.19103 -2.57745
F: -0.60741 3.80676 -4.34187
C: -2.06666 4.79918 -1.45245
O: -3.08756 4.80082 -0.87582
F: -1.20281 5.76712 -1.31289
C: -1.35320 1.74888 -1.02348
C: -0.26452 2.35554 -0.21788
O: -0.26773 3.49816 0.16091
H: 1.83283 -2.59817 -1.03665
H: 2.74310 -3.65006 -0.23257
H: 2.92398 -3.76492 1.97832
H: 3.64826 -0.97802 1.21566
H: 2.36711 2.93137 0.06590
H: -2.90320 -2.01809 -0.25963
H: -2.76959 -2.26348 -2.03408
H: -4.60300 -0.71181 0.42768
H: -5.71997 -2.07980 0.30170
H: -8.05231 -0.87237 0.23268
H: -6.76431 -0.24220 1.29840
H: -7.99450 1.56209 -0.79501
H: -8.73000 1.27507 0.77388
H: -6.03500 1.99548 0.70765
H: -4.22978 0.06368 -2.96323
H: -3.63384 2.38447 -3.42536
C: 6.66080 -2.08689 0.51882
C: 7.31714 -3.30333 0.38930
C: 7.75598 -3.97863 1.51980
C: 7.53168 -3.44150 2.78022
C: 6.87268 -2.22692 2.90991
C: 6.44064 -1.54802 1.77898
H: 6.32121 -1.55714 -0.36270
H: 7.48798 -3.72451 -0.59321
H: 8.27320 -4.92408 1.41878
H: 7.87068 -3.97027 3.66168
H: 6.69578 -1.80909 3.89255
H: 5.93059 -0.59788 1.87826